Density functional theory data (wB97M-V/def2-TZVPD) for an isolated molecule of C4H7NO.

Values from the calculation:
HOMO, eV: -9.84
Gap between HOMO and LUMO, eV: 10.84

Geometry (Å):
C -1.314 -0.223 0.667
C -0.256 -0.835 -0.222
C 0.296 -0.055 -1.367
N 1.104 -0.300 -0.196
C 1.448 0.767 0.625
O 1.672 1.892 0.241
H -1.350 -0.725 1.639
H -2.302 -0.306 0.201
H -1.096 0.839 0.832
H -0.292 -1.920 -0.331
H 0.604 -0.574 -2.269
H -0.050 0.969 -1.508
H 1.535 0.471 1.688

=====

Density functional theory data (wB97M-V/def2-TZVPD) for a structure of composition C31H40ClMnN6OP.

Values from the calculation:
HOMO (alpha / beta), eV: -10.30 / -10.52
Total charge: +1
Multiplicity: 5
Gap between HOMO and LUMO (alpha / beta), eV: 6.21 / 7.12

Geometry (Å):
Mn -1.777 0.497 -1.455
Cl -4.336 6.929 0.570
C -4.025 5.332 -0.022
C -5.061 4.390 -0.053
C -4.842 3.119 -0.522
C -3.566 2.708 -0.964
O -3.426 1.481 -1.390
C -2.524 3.678 -0.937
C -1.219 3.441 -1.485
N -0.762 2.275 -1.802
C 0.460 2.090 -2.482
C 1.564 2.895 -2.385
C 2.721 2.616 -3.147
C 2.758 1.544 -3.992
C 1.640 0.680 -4.094
C 1.613 -0.452 -4.943
C 0.506 -1.249 -4.979
C -0.582 -0.931 -4.139
N -0.595 0.114 -3.345
C 0.495 0.939 -3.323
C -2.782 4.988 -0.478
H -6.046 4.677 0.292
H -5.646 2.397 -0.553
H -0.617 4.330 -1.676
H 1.564 3.750 -1.721
H 3.576 3.271 -3.056
H 3.637 1.336 -4.588
H 2.478 -0.671 -5.557
H 0.447 -2.115 -5.620
H -1.455 -1.572 -4.124
H -1.988 5.725 -0.482
N -0.974 -0.663 -0.338
P 0.101 -1.005 0.801
N -0.611 -2.079 1.811
C 0.097 -2.525 3.024
C -0.902 -3.101 4.014
C -1.577 -4.357 3.445
C -1.691 -4.272 1.916
C -1.829 -2.829 1.460
N 1.495 -1.482 0.070
C 1.493 -2.086 -1.265
C 1.939 -3.541 -1.225
C 3.306 -3.663 -0.563
C 3.278 -3.026 0.822
C 2.787 -1.585 0.753
N 0.594 0.252 1.764
C 1.410 1.282 1.088
C 1.598 2.485 1.996
C 0.259 3.188 2.258
C -0.889 2.172 2.246
C -0.396 0.811 2.716
H 0.626 -1.678 3.460
H 0.849 -3.281 2.770
H -1.648 -2.333 4.235
H -0.397 -3.321 4.955
H -2.566 -4.471 3.890
H -1.011 -5.248 3.722
H -2.541 -4.853 1.556
H -0.801 -4.698 1.442
H -2.698 -2.362 1.935
H -1.979 -2.765 0.384
H 2.178 -1.506 -1.899
H 0.496 -1.990 -1.689
H 1.961 -3.939 -2.242
H 1.199 -4.123 -0.667
H 4.051 -3.150 -1.181
H 3.618 -4.706 -0.500
H 4.270 -3.038 1.277
H 2.619 -3.603 1.478
H 3.516 -0.983 0.195
H 2.697 -1.151 1.748
H 0.922 1.605 0.157
H 2.372 0.855 0.810
H 2.319 3.167 1.543
H 2.045 2.148 2.935
H 0.080 3.962 1.508
H 0.297 3.699 3.221
H -1.299 2.060 1.236
H -1.714 2.508 2.875
H -1.224 0.110 2.807
H 0.065 0.894 3.705

=====

Density functional theory data (wB97M-V/def2-TZVPD) for a structure of composition C21H28IrN3O2.

Values from the calculation:
HOMO (alpha / beta), eV: -9.42 / -12.02
Total charge: +1
Multiplicity: 6
Gap between HOMO and LUMO (alpha / beta), eV: 7.14 / 5.06

Geometry (Å):
O -2.039 0.215 -2.598
C -1.624 0.302 -1.167
C -1.003 1.728 -1.431
H -0.958 -0.444 -0.792
H -2.586 0.248 -0.626
C -2.051 1.676 -2.583
H 0.098 1.716 -1.587
H -1.138 2.468 -0.623
C -1.955 2.250 -3.969
H -1.071 1.990 -4.594
H -2.040 3.329 -3.793
H -2.842 1.892 -4.514
C -3.376 2.142 -1.920
H -3.185 2.599 -0.944
H -3.996 1.257 -1.755
H -3.936 2.827 -2.551
Ir 0.345 0.259 2.193
C 1.425 2.125 3.024
C 2.058 0.902 3.401
C 2.462 0.231 2.195
H 2.256 0.559 4.410
C 2.005 1.011 1.067
C 1.369 2.189 1.576
H 0.967 2.982 0.954
H 1.060 2.844 3.756
H 3.004 -0.701 2.155
H 2.197 0.716 0.042
C -0.544 -0.793 3.924
C -1.497 0.231 3.591
C -1.929 0.017 2.227
H -1.847 1.030 4.254
C -1.267 -1.170 1.738
C -0.369 -1.636 2.758
H 0.301 -2.492 2.659
H -0.019 -0.906 4.869
H -2.605 0.635 1.639
H -1.367 -1.661 0.777
O 1.147 -1.242 -1.954
C 1.482 -0.306 -3.038
C 1.185 -0.890 -4.464
H 2.543 0.036 -2.938
H 0.849 0.612 -2.932
C 1.055 -2.405 -4.214
H 1.932 -0.666 -5.254
H 0.196 -0.494 -4.756
C 0.935 -2.549 -2.697
H 1.935 -2.890 -4.627
H 0.214 -2.806 -4.770
H 1.622 -3.334 -2.403
H -0.053 -2.896 -2.370
N 2.522 -2.789 3.478
C 2.466 -2.792 4.656
N 2.536 -2.926 5.923
C 1.845 -2.344 6.834
N 1.287 -1.883 7.761

=====

Density functional theory data (wB97M-V/def2-TZVPD) for a cluster of 2 separate species, CH4IN2 in total.

Values from the calculation:
HOMO, eV: -14.06
Total charge: +1
Gap between HOMO and LUMO, eV: 9.38

Geometry (Å):
C -1.468 -0.103 -0.076
N -0.440 0.050 0.540
N -2.373 -0.346 -0.757
I 3.121 -0.548 0.125
H 1.503 -0.716 0.419
H -0.470 0.548 1.487
H 3.114 0.876 -0.475
H -2.987 0.240 -1.263

=====

Density functional theory data (wB97M-V/def2-TZVPD) for an isolated molecule of C9H14N2S.

Values from the calculation:
HOMO, eV: -8.11
Gap between HOMO and LUMO, eV: 8.72

Geometry (Å):
C -0.837 -1.590 0.480
C -0.821 0.607 -0.428
C 0.452 -1.391 0.888
C 0.504 0.833 -0.057
C -1.538 -0.629 -0.237
C 1.127 -0.199 0.680
C 2.566 0.098 1.273
C -3.751 0.287 0.115
C -2.945 -0.690 -0.701
N 4.327 -0.867 -0.763
N 4.573 1.679 -0.286
S 4.480 0.005 0.485
H -1.409 -2.526 0.587
H -1.424 1.414 -0.851
H 0.885 -2.187 1.430
H 0.783 1.940 -0.190
H 2.661 -0.708 2.007
H 2.773 1.077 1.688
H -3.348 1.256 0.276
H -3.949 -0.126 1.083
H -4.628 0.568 -0.388
H -2.910 -0.256 -1.631
H -3.532 -1.619 -0.607
H 4.898 -1.614 -1.005
H 4.008 1.949 -1.075
H 5.528 1.932 -0.389

=====

Density functional theory data (wB97M-V/def2-TZVPD) for a structure of composition C33H28As2F6O2PdSSb.

Values from the calculation:
HOMO (alpha / beta), eV: -8.57 / -8.57
Multiplicity: 2
Gap between HOMO and LUMO (alpha / beta), eV: 5.82 / 4.71

Geometry (Å):
Pd -1.993 0.884 0.709
O -1.450 0.997 4.774
C -1.823 0.579 3.703
O -1.540 1.191 2.589
C -2.594 -0.721 3.671
C -2.413 -1.599 4.726
C -3.155 -2.766 4.809
C -4.136 -3.052 3.865
C -4.360 -2.176 2.825
C -3.558 -1.028 2.696
S -3.881 -0.026 1.347
H -1.694 -1.335 5.490
H -2.989 -3.447 5.632
H -4.727 -3.953 3.952
H -5.127 -2.367 2.087
C 1.337 1.690 0.651
C 1.252 1.322 -0.820
As -0.512 1.686 -1.620
C -0.017 1.347 -3.480
C 0.557 0.147 -3.894
C 0.937 -0.022 -5.216
C 0.745 1.005 -6.131
C 0.172 2.198 -5.724
C -0.212 2.370 -4.399
C -1.402 -0.052 -1.252
C -0.748 -1.224 -0.810
C -1.424 -2.421 -0.724
C -2.774 -2.497 -1.085
C -3.440 -1.367 -1.499
C -2.770 -0.136 -1.563
As 2.989 1.094 1.597
C 2.504 -0.749 2.065
C 3.546 -1.611 2.408
C 3.296 -2.910 2.817
C 1.989 -3.370 2.912
C 0.944 -2.516 2.605
C 1.200 -1.215 2.189
C 4.077 0.748 0.004
C 4.682 1.863 -0.571
C 5.427 1.746 -1.733
C 5.594 0.504 -2.327
C 5.011 -0.615 -1.753
C 4.254 -0.494 -0.596
H 0.502 1.308 1.249
H 1.285 2.774 0.774
H 1.561 0.294 -1.022
H 1.933 1.947 -1.406
H 0.710 -0.662 -3.189
H 1.383 -0.956 -5.534
H 1.042 0.871 -7.162
H 0.019 2.999 -6.435
H -0.666 3.303 -4.083
H 0.301 -1.191 -0.550
H -0.901 -3.308 -0.392
H -3.289 -3.447 -1.040
H -4.483 -1.417 -1.783
H -3.293 0.743 -1.921
H 4.573 -1.266 2.349
H 4.121 -3.563 3.069
H 1.792 -4.384 3.236
H -0.082 -2.855 2.697
H 0.357 -0.563 1.992
H 4.569 2.838 -0.110
H 5.883 2.624 -2.171
H 6.181 0.408 -3.231
H 5.141 -1.588 -2.209
H 3.791 -1.377 -0.172
F -1.797 3.412 0.901
Sb -3.471 4.165 0.304
F -5.141 4.804 -0.285
F -3.843 2.447 -0.519
F -2.637 4.703 -1.308
F -4.255 3.443 1.874
F -3.057 5.788 1.153

=====

Density functional theory data (wB97M-V/def2-TZVPD) for a cluster of 9 separate species, C52H131N9O17 in total.

Values from the calculation:
HOMO, eV: -8.22
Gap between HOMO and LUMO, eV: 8.72

Geometry (Å):
C -1.497 -1.488 1.850
O -0.754 -0.572 1.024
C 0.602 -0.875 1.023
C 1.431 0.024 0.074
C 1.302 -0.344 -1.383
N 2.841 -0.077 0.307
H -1.273 -2.540 1.673
H -2.541 -1.311 1.593
H -1.304 -1.392 2.919
H 1.010 -0.786 2.030
H 0.817 -1.910 0.757
H 1.107 1.058 0.194
H 0.264 -0.359 -1.713
H 1.645 -1.319 -1.730
H 1.831 0.427 -1.943
H 3.178 -0.979 0.005
H 2.985 -0.094 1.307
C 4.838 -2.723 0.592
O 4.264 -2.527 -0.663
C 4.066 -3.752 -1.369
C 3.928 -3.448 -2.874
N 5.020 -2.609 -3.240
C 4.722 -1.790 -4.429
C 5.832 -0.775 -4.600
O 5.568 0.363 -3.777
C 6.477 1.427 -3.911
H 5.846 -3.137 0.566
H 4.183 -3.410 1.127
H 4.871 -1.762 1.104
H 3.211 -4.299 -0.973
H 4.941 -4.394 -1.273
H 2.935 -3.058 -3.098
H 3.919 -4.390 -3.423
H 5.043 -2.008 -2.430
H 3.760 -1.291 -4.538
H 4.719 -2.517 -5.242
H 5.796 -0.432 -5.634
H 6.795 -1.222 -4.357
H 6.636 1.852 -2.920
H 6.001 2.161 -4.562
H 7.474 1.171 -4.270
C 0.340 -3.985 -3.808
O 0.917 -4.197 -2.489
C -0.102 -4.499 -1.530
C 0.547 -5.067 -0.251
N -0.459 -5.162 0.875
C 0.097 -5.783 2.095
C 0.282 -7.305 1.872
O -0.787 -8.000 1.221
C -1.950 -8.260 2.016
H 1.083 -3.997 -4.605
H -0.124 -2.998 -3.827
H -0.418 -4.691 -4.147
H -0.777 -5.220 -1.990
H -0.707 -3.627 -1.282
H 1.451 -4.599 0.139
H 0.927 -6.035 -0.577
H -1.124 -5.806 0.472
H -0.710 -5.578 2.798
H 1.049 -5.405 2.468
H 0.516 -7.740 2.843
H 1.200 -7.500 1.319
H -2.706 -8.654 1.337
H -2.342 -7.318 2.400
H -1.680 -8.943 2.822
C 7.174 8.036 2.744
O 5.964 7.338 2.530
C 6.160 6.160 1.747
C 4.818 5.563 1.360
N 4.940 4.617 0.253
C 3.621 4.041 0.146
C 3.500 3.303 -1.131
O 3.742 4.220 -2.239
C 3.526 3.528 -3.468
H 7.979 7.377 3.068
H 6.971 8.662 3.612
H 7.473 8.629 1.879
H 6.733 5.438 2.329
H 6.732 6.475 0.875
H 4.083 6.341 1.156
H 4.419 5.066 2.245
H 5.116 5.163 -0.578
H 2.846 4.805 0.085
H 3.475 3.437 1.041
H 2.517 2.835 -1.074
H 4.348 2.632 -1.265
H 2.492 3.598 -3.805
H 3.845 2.487 -3.510
H 4.108 3.985 -4.268
C -9.102 3.523 7.944
O -7.755 4.014 7.610
C -6.994 3.262 6.684
C -5.780 4.087 6.123
N -4.792 3.225 5.447
C -3.657 3.993 4.940
C -2.849 3.301 3.752
O -2.220 2.058 4.105
C -1.067 1.727 3.333
H -9.163 2.513 8.348
H -9.735 3.602 7.061
H -9.585 4.112 8.724
H -7.529 2.982 5.777
H -6.703 2.290 7.081
H -5.309 4.641 6.935
H -6.281 4.841 5.515
H -4.387 2.698 6.208
H -2.943 4.208 5.735
H -4.010 4.958 4.577
H -2.062 4.021 3.528
H -3.377 3.196 2.804
H -1.255 1.903 2.274
H -0.732 0.705 3.510
H -0.204 2.307 3.659
C -4.449 -0.871 -7.792
O -3.123 -1.211 -7.548
C -2.366 -0.176 -6.876
C -0.906 -0.582 -6.669
N -0.252 0.222 -5.632
C 1.187 0.123 -5.522
C 2.042 0.603 -6.675
O 2.075 2.010 -6.706
C 3.083 2.595 -7.480
H -4.970 -1.827 -7.840
H -4.674 -0.435 -8.766
H -4.915 -0.260 -7.020
H -2.836 0.189 -5.962
H -2.282 0.689 -7.534
H -0.408 -0.366 -7.614
H -0.800 -1.661 -6.560
H -0.234 1.174 -5.966
H 1.389 -0.933 -5.343
H 1.464 0.626 -4.596
H 1.742 0.276 -7.671
H 3.072 0.304 -6.482
H 2.863 3.663 -7.450
H 3.050 2.326 -8.536
H 4.001 2.384 -6.931
C 3.427 0.452 4.484
O 4.046 0.385 3.213
C 5.054 1.392 3.078
C 5.734 1.129 1.715
N 6.585 2.334 1.418
C 7.369 2.291 0.182
C 8.306 1.126 0.155
O 7.718 -0.209 0.071
C 7.003 -0.563 -1.142
H 2.704 -0.289 4.826
H 2.907 1.410 4.492
H 4.209 0.456 5.243
H 5.807 1.200 3.842
H 4.661 2.404 3.170
H 5.033 0.833 0.936
H 6.481 0.343 1.828
H 5.967 3.131 1.356
H 7.923 3.224 0.082
H 6.843 2.349 -0.771
H 8.992 1.177 1.001
H 8.798 1.168 -0.817
H 7.560 -0.262 -2.029
H 6.046 -0.042 -1.111
H 6.850 -1.642 -1.137
C -3.799 1.994 -0.127
O -3.679 1.410 -1.445
C -2.854 0.265 -1.459
C -3.006 -0.432 -2.853
N -4.267 -1.128 -3.044
C -4.290 -2.048 -4.191
C -5.678 -2.686 -4.473
O -6.435 -1.917 -5.394
C -7.021 -0.804 -4.817
H -2.860 1.824 0.399
H -4.455 1.396 0.505
H -4.040 3.057 -0.140
H -3.160 -0.375 -0.631
H -1.807 0.538 -1.327
H -2.166 -1.124 -2.911
H -2.926 0.328 -3.630
H -5.039 -0.478 -3.035
H -3.584 -2.860 -4.018
H -4.004 -1.427 -5.040
H -6.317 -3.010 -3.651
H -5.523 -3.609 -5.031
H -7.711 -0.432 -5.574
H -6.259 -0.102 -4.478
H -7.618 -1.006 -3.928
C -6.964 -2.706 6.990
O -7.944 -3.148 5.978
C -8.863 -2.148 5.548
C -8.238 -0.878 4.870
N -7.510 -1.189 3.674
C -6.721 -0.051 3.210
C -5.497 0.179 4.091
O -4.797 -0.993 4.403
C -3.666 -0.805 5.207
H -6.663 -3.523 7.646
H -7.450 -2.098 7.754
H -6.107 -2.065 6.781
H -9.509 -1.911 6.393
H -9.468 -2.696 4.827
H -7.532 -0.503 5.610
H -8.967 -0.093 4.668
H -6.877 -1.883 4.046
H -7.393 0.808 3.223
H -6.460 -0.282 2.177
H -5.824 0.690 4.997
H -4.937 0.931 3.535
H -2.841 -0.311 4.693
H -3.255 -1.691 5.692
H -3.901 -0.097 6.002

=====

Table of energy (hartree), in record order: -286.5693, -3561.5187, -1235.3892, -447.3340, -858.8934, -7261.9041, -3831.1761
Table of energy above the lowest of the compared OMol25 structures with the same formula, charge and spin (kcal/mol), in record order: 39.1, 0.0, 0.0, 77.2, 101.0, 39.2, 85.9